Formula: C48H131N22O9P7
Source: the OMol25 dataset
Level of theory: ωB97M-V/def2-TZVPD

Properties
energy above the lowest of the compared OMol25 structures with the same formula, charge and spin = 0.0 kJ/mol
SMILES = CN(C)P(=O)(N(C)C)N(C)C.CN(C)P(=O)(N(C)C)N(C)C.CN(C)P(=O)(N(C)C)N(C)C.CN(C)P(=O)(N(C)C)N(C)C.CN(C)P(=O)(N(C)C)N(C)C.CN(C)P(=O)(N(C)C)N(C)C.CN(C)P(=O)(N(C)C)N(C)C.O=[N+]([O-])c1ccccc1
HOMO = -0.2886 Ha
orbital gap = 7.8 eV
LUMO energy = -0.04 eV
total charge = 0

```
217
Properties=species:S:1:pos:R:3:mulliken_charge:R:1
C 1.64672 -2.74270 2.82084 -0.92
N 2.74941 -3.39776 2.15319 1.13
C 2.97960 -4.77895 2.59772 -0.87
P 3.99451 -2.37389 1.62879 -0.26
O 3.55933 -1.27424 0.76573 -0.56
N 4.74063 -1.87799 3.05378 0.49
C 5.32189 -2.72765 4.07460 -1.33
C 4.87749 -0.44493 3.32468 -0.98
N 5.15411 -3.37439 0.91984 0.23
C 4.71613 -4.09264 -0.27658 -0.75
C 6.52064 -2.89223 0.84629 -1.00
H 1.32722 -1.91547 2.17608 0.04
H 1.86103 -2.29878 3.79658 0.28
H 0.75298 -3.36160 2.71234 0.22
H 3.77279 -5.27728 2.04396 0.46
H 2.02012 -5.28704 2.59415 -0.17
H 3.36955 -4.72994 3.62244 0.27
H 6.39855 -2.56206 4.19181 0.41
H 4.81628 -2.55921 5.02744 0.31
H 5.24469 -3.74945 3.69953 0.42
H 5.06349 0.06253 2.37540 0.22
H 3.98627 0.03719 3.73873 0.25
H 5.71583 -0.28991 4.00318 0.35
H 4.57265 -3.34300 -1.06896 0.28
H 5.46497 -4.74662 -0.72748 0.50
H 3.81979 -4.67889 -0.08256 -0.07
H 7.00088 -3.03285 1.82433 0.25
H 6.56366 -1.81653 0.64990 0.28
H 7.19198 -3.47047 0.21542 0.42
C 4.52444 2.08507 -3.77455 -0.86
N 4.76247 2.43938 -2.37484 0.82
C 4.83362 1.30744 -1.44080 -1.47
P 4.69183 4.01257 -1.79295 0.44
O 3.49950 4.39390 -1.02052 -0.96
N 6.17615 4.20296 -1.00601 0.56
C 6.25036 4.94638 0.25597 -1.06
C 7.43722 3.62171 -1.43024 -1.24
N 4.82554 5.05569 -3.14741 0.62
C 6.09417 5.18455 -3.87262 -1.03
C 3.95658 6.20603 -3.36622 -1.10
H 3.55657 1.60058 -3.90906 0.08
H 5.32923 1.44483 -4.14313 0.31
H 4.50718 3.02341 -4.33037 0.27
H 4.21276 0.49349 -1.80862 0.39
H 4.44786 1.68195 -0.49100 0.43
H 5.86289 0.97062 -1.29057 0.21
H 6.39361 4.24205 1.07761 0.28
H 7.09715 5.63470 0.20136 0.33
H 5.34321 5.53035 0.38914 0.27
H 7.88288 3.01531 -0.63735 0.33
H 7.31771 3.02383 -2.33051 0.36
H 8.10048 4.45683 -1.67982 0.33
H 5.88885 5.53976 -4.88067 0.32
H 6.70986 5.90234 -3.31672 0.26
H 6.61962 4.23229 -3.88429 0.32
H 2.98648 5.96575 -2.93722 0.13
H 3.81688 6.40197 -4.43106 0.37
H 4.44045 7.09066 -2.93539 0.30
C -5.75420 -4.85463 5.18144 -0.98
N -4.94915 -5.14859 3.99109 0.15
C -5.27277 -4.37430 2.77708 -0.98
P -3.38852 -5.73527 4.04167 0.10
O -2.83717 -5.99167 2.69363 -0.56
N -2.43353 -4.69520 4.93231 0.62
C -1.06511 -5.13516 5.28893 -0.99
C -2.52755 -3.27702 4.59528 -1.01
N -3.50382 -7.13451 4.96662 0.33
C -3.33640 -8.45445 4.35959 -0.91
C -3.64656 -7.14484 6.41442 -1.34
H -5.92462 -5.82906 5.64355 0.28
H -6.73931 -4.47534 4.92377 0.42
H -5.21516 -4.18401 5.85197 0.30
H -5.95327 -4.92124 2.12213 0.30
H -4.37851 -4.23356 2.16963 0.24
H -5.64718 -3.37943 3.02161 0.40
H -0.61631 -5.47552 4.34851 0.26
H -0.53762 -4.30075 5.73699 0.41
H -1.12288 -5.98185 5.97271 0.21
H -1.89603 -2.64099 5.21504 0.38
H -2.41925 -3.05914 3.52997 0.35
H -3.50630 -2.91938 4.93831 0.17
H -2.69345 -9.06570 4.99378 0.28
H -4.29635 -8.97480 4.28418 0.29
H -2.95786 -8.33875 3.34720 0.19
H -3.53018 -6.15907 6.87033 0.36
H -2.78632 -7.64401 6.87712 0.44
H -4.58181 -7.59754 6.74150 0.37
C -3.10010 3.19146 -3.62584 -0.87
N -2.92060 2.74550 -2.23944 0.53
C -2.24606 1.46018 -2.15733 -1.03
P -2.77854 3.86082 -0.96567 -0.63
O -2.44398 3.11058 0.26655 -0.68
N -1.54622 4.88779 -1.45755 0.59
C -0.16597 4.61690 -1.00565 -0.62
C -1.76928 6.10040 -2.24785 -0.83
N -4.23249 4.70319 -0.84627 0.28
C -4.90257 5.58511 -1.81816 -1.16
C -5.21290 4.15395 0.08989 -0.94
H -3.76681 4.04505 -3.62255 0.26
H -3.37125 2.32683 -4.23064 0.36
H -2.10089 3.46034 -3.97990 0.17
H -1.17051 1.57714 -2.33085 0.39
H -2.68432 0.78398 -2.89225 0.43
H -2.36193 1.01106 -1.17350 0.18
H -0.12765 4.41540 0.06721 0.27
H 0.27630 3.75069 -1.49221 -0.14
H 0.38621 5.54221 -1.14551 0.56
H -2.29491 5.83590 -3.16675 0.13
H -2.37351 6.81642 -1.68003 0.24
H -0.83234 6.60776 -2.46319 0.44
H -5.87617 5.15307 -2.05690 0.31
H -5.04615 6.55741 -1.34532 0.27
H -4.32925 5.69787 -2.73126 0.54
H -5.84551 4.95328 0.47667 0.43
H -4.79940 3.51194 0.86224 -0.04
H -5.87818 3.49145 -0.48307 0.36
C 2.48557 4.65426 -7.92790 -0.80
N 1.35801 5.56559 -7.97067 0.31
C 1.21793 6.39189 -9.18394 -1.10
P 0.80216 6.13579 -6.46787 0.24
O 1.75169 6.98608 -5.73062 -0.95
N -0.67651 6.83199 -6.80137 0.39
C -1.64814 6.45314 -7.79716 -1.34
C -1.12586 7.94780 -5.97376 -0.98
N 0.33432 4.69668 -5.70273 0.93
C 1.21950 4.04989 -4.71378 -0.60
C -0.73961 3.82516 -6.13861 -1.58
H 2.35493 3.95281 -7.10072 0.10
H 3.43092 5.15527 -7.68847 0.29
H 2.59516 4.07978 -8.84689 0.36
H 2.11649 6.94996 -9.46249 0.32
H 0.42852 7.11545 -9.00509 0.35
H 1.01195 5.70955 -10.00885 0.33
H -2.62589 6.18417 -7.38094 0.45
H -1.89114 7.27810 -8.47951 0.41
H -1.32002 5.62994 -8.43089 0.42
H -1.27065 7.63798 -4.93241 0.08
H -0.43262 8.78763 -5.89767 0.30
H -2.08108 8.32923 -6.32772 0.45
H 1.57156 3.08511 -5.10437 0.41
H 2.12956 4.60852 -4.51223 0.20
H 0.61650 3.81261 -3.83680 -0.20
H -0.54919 3.43176 -7.14496 0.31
H -1.69332 4.34984 -6.22673 0.19
H -0.84171 3.02554 -5.41361 0.78
C -5.72165 1.20803 7.58766 -0.99
N -5.43234 1.62729 6.23365 0.35
C -6.58781 1.57957 5.33183 -0.99
P -3.92163 1.26028 5.59077 -0.17
O -3.66573 -0.16899 5.25570 -0.60
N -3.82837 2.22018 4.24922 0.61
C -2.63640 2.02841 3.42132 -0.64
C -4.33991 3.60442 4.21204 -1.04
N -2.78224 1.85448 6.67434 0.49
C -1.80478 1.00678 7.33635 -0.95
C -2.78868 3.25417 7.13810 -1.09
H -6.34798 1.88220 8.17618 0.30
H -4.79596 1.14453 8.16480 0.26
H -6.15992 0.20565 7.61130 0.34
H -7.00589 0.57614 5.19887 0.28
H -6.39233 1.97858 4.34153 0.28
H -7.38010 2.14535 5.82729 0.37
H -2.54248 2.44961 2.42054 0.08
H -1.70261 2.29868 3.93124 0.29
H -2.62286 0.94176 3.30169 0.29
H -4.81412 3.73327 3.23817 0.10
H -5.07153 3.79956 4.99229 0.48
H -3.51280 4.31101 4.30560 0.32
H -0.82112 1.46369 7.47075 0.38
H -2.12680 0.81020 8.36872 0.34
H -1.72925 0.07975 6.77247 0.10
H -3.79590 3.66382 7.18877 0.33
H -2.21711 3.80699 6.38623 0.22
H -2.25831 3.34180 8.08332 0.45
C -0.35390 -7.65669 -4.01891 -0.82
N -0.65214 -7.93358 -2.60258 0.25
C -1.73562 -8.90234 -2.35311 -0.95
P 0.55074 -7.81507 -1.43567 0.19
O 1.15933 -9.10761 -1.06291 -0.88
N 1.67132 -6.74483 -2.17759 0.56
C 1.47490 -5.29207 -2.05102 -1.11
C 3.05978 -7.16724 -2.32109 -1.04
N -0.27477 -7.00317 -0.18367 0.39
C -1.08583 -5.83851 -0.45928 -0.84
C 0.20512 -7.13566 1.20163 -0.18
H 0.50754 -8.26399 -4.31647 0.29
H 0.00538 -6.63432 -4.13695 0.20
H -1.22853 -7.84344 -4.63212 0.35
H -2.37086 -8.47294 -1.57281 0.24
H -1.32141 -9.84638 -1.99871 0.28
H -2.34664 -8.95953 -3.24845 0.39
H 1.33868 -5.11431 -0.98025 0.03
H 2.31761 -4.67209 -2.34950 0.68
H 0.57900 -5.02168 -2.60912 0.26
H 3.11665 -8.23282 -2.52784 0.35
H 3.50493 -6.71503 -3.21587 0.40
H 3.61773 -6.77235 -1.46593 0.24
H -0.50861 -4.93244 -0.24775 -0.17
H -1.33596 -5.83521 -1.52214 0.36
H -2.03196 -5.87540 0.08504 0.47
H 1.05862 -7.81043 1.18741 0.50
H -0.62054 -7.39463 1.86150 -0.10
H 0.59894 -6.17106 1.53772 -0.17
O 1.47279 1.96619 -1.91996 -0.24
N 1.38223 0.76457 -2.02398 1.13
O 1.71486 0.12362 -3.00285 -0.74
C 0.67494 0.05302 -0.94584 -0.35
C 0.01447 0.73976 0.07456 0.46
C -0.73742 0.07255 1.01286 0.21
C -0.90249 -1.30976 0.90763 -0.64
C -0.34855 -1.95701 -0.19527 -0.17
C 0.53675 -1.33262 -1.05429 -1.35
H 0.17009 1.80578 0.18161 0.29
H -1.18197 0.59883 1.84526 -0.01
H -1.63352 -1.80308 1.53412 0.37
H -0.59469 -2.99079 -0.40837 0.18
H 1.07398 -1.87247 -1.81939 0.68
```

***

Formula: C48H132N12O12
Source: the OMol25 dataset
Level of theory: ωB97M-V/def2-TZVPD

Properties
energy above the lowest of the compared OMol25 structures with the same formula, charge and spin = 529.2 kJ/mol
SMILES = COC[C@H](C)N.COC[C@H](C)N.COC[C@H](C)N.COC[C@H](C)N.COC[C@H](C)N.COC[C@H](C)N.COC[C@H](C)N.COC[C@H](C)N.COC[C@H](C)N.COC[C@H](C)N.COC[C@H](C)N.COC[C@H](C)N
HOMO = -0.3266 Ha
orbital gap = 9.3 eV
LUMO energy = 0.38 eV
total charge = 0

```
204
Properties=species:S:1:pos:R:3:mulliken_charge:R:1
C 4.50701 1.53841 4.80470 -0.65
O 4.20384 2.93085 4.88017 -0.36
C 5.07499 3.60806 3.97503 -0.53
C 4.64642 5.09767 3.88700 0.39
C 5.53732 5.87749 2.86798 -1.28
N 4.85594 5.67671 5.17059 -0.79
H 3.93547 0.96929 5.53787 0.40
H 5.53350 1.22378 4.99292 0.38
H 4.16101 1.13950 3.85115 0.09
H 6.15032 3.47089 4.08879 0.34
H 4.98424 3.26321 2.94501 0.22
H 3.60245 5.28463 3.63546 0.28
H 5.07876 6.83325 2.61433 0.32
H 5.39301 5.30138 1.95399 0.24
H 6.56727 6.04085 3.18514 0.37
H 5.83241 5.50016 5.35881 0.30
H 4.34234 5.13646 5.85209 0.30
C -0.68719 -7.95796 -0.33855 -1.00
O -1.50248 -6.86162 0.02114 -0.28
C -2.58899 -7.25221 0.86432 -1.11
C -3.16207 -5.98653 1.50145 1.01
C -4.23597 -6.26586 2.56745 -1.79
N -3.77962 -5.05120 0.54614 -0.49
H 0.15321 -7.83686 -1.02205 0.34
H -1.25520 -8.75415 -0.81974 0.33
H -0.35879 -8.38590 0.60861 0.39
H -3.38993 -7.80643 0.37499 0.31
H -2.18366 -7.87395 1.66260 0.44
H -2.46696 -5.47479 2.16707 0.01
H -4.84636 -7.12666 2.29443 0.43
H -4.99863 -5.55113 2.87665 0.36
H -3.72496 -6.65843 3.44658 0.43
H -3.04991 -4.86422 -0.12667 0.03
H -4.46760 -5.56605 0.01536 0.29
C 2.01324 3.24428 0.47580 -0.30
O 1.82793 4.60513 0.08391 -0.20
C 2.95622 5.26664 -0.44930 -0.45
C 2.60704 6.78140 -0.35677 0.64
C 1.63066 7.12242 -1.42833 -1.37
N 3.75272 7.71502 -0.40583 -0.74
H 2.18918 2.69475 -0.44895 0.36
H 1.11683 2.82023 0.92831 0.05
H 2.88680 3.06538 1.10268 -0.02
H 3.77762 4.98876 0.21115 -0.07
H 3.30433 4.93369 -1.42709 0.32
H 2.16293 7.07385 0.59471 0.25
H 0.66838 6.64816 -1.23551 0.13
H 1.92625 6.95608 -2.46422 0.33
H 1.32055 8.16101 -1.31308 0.45
H 4.01685 7.60910 -1.37491 0.30
H 3.36414 8.64632 -0.36385 0.30
C -0.25403 -1.64694 -4.43326 -0.56
O -0.06009 -0.66660 -5.47429 -0.31
C -1.29473 -0.32950 -6.19287 -0.76
C -0.95352 0.40050 -7.50330 0.54
C -0.13748 1.68287 -7.35817 -1.31
N -2.16884 0.73971 -8.09130 -0.81
H -0.87705 -1.20774 -3.65413 0.08
H 0.65925 -2.08897 -4.03498 0.29
H -0.75642 -2.51661 -4.85679 0.38
H -1.82064 -1.24028 -6.47922 0.33
H -2.06641 0.15454 -5.59428 0.30
H -0.40380 -0.31971 -8.10926 0.38
H -0.27857 2.08729 -6.35584 0.28
H -0.30399 2.47304 -8.09028 0.45
H 0.91484 1.42656 -7.48079 0.05
H -2.61182 1.23485 -7.33057 0.31
H -2.65432 -0.14523 -8.05552 0.34
C 3.12129 -0.18974 -1.88583 -0.36
O 3.97011 0.46173 -2.81673 -0.39
C 3.36225 1.18207 -3.90064 -0.03
C 4.35796 1.42640 -5.00595 0.34
C 3.82496 2.09808 -6.28793 -0.99
N 4.98370 0.16833 -5.44832 -0.78
H 3.59751 -0.57198 -0.98294 0.26
H 2.50307 -0.98945 -2.29374 0.14
H 2.42087 0.57172 -1.54276 0.17
H 2.57025 0.55848 -4.31536 -0.08
H 2.97296 2.16188 -3.62398 0.19
H 5.15925 2.05383 -4.61562 0.27
H 4.50794 2.14782 -7.13598 0.41
H 3.43763 3.09728 -6.08869 0.38
H 2.95328 1.58608 -6.69551 -0.15
H 5.18891 -0.36495 -4.61549 0.31
H 4.34113 -0.39703 -5.98457 0.26
C 1.91252 -0.12827 2.12850 -0.65
O 1.02247 0.09587 1.04157 0.40
C 0.01038 -0.92838 0.97106 -0.66
C -0.91301 -0.93794 -0.27317 0.64
C -1.90281 0.18201 -0.16531 1.53
N -1.66036 -2.15902 -0.20799 0.96
H 2.52604 0.74228 2.36052 -0.31
H 2.53808 -0.98841 1.88991 0.36
H 1.40042 -0.34134 3.06681 0.38
H 0.53007 -1.88648 0.96370 -0.25
H -0.56310 -0.98285 1.89639 0.12
H -0.24142 -0.70316 -1.09898 -0.27
H -1.33054 1.07334 0.09185 -0.46
H -2.69412 0.00413 0.56291 -0.51
H -2.27560 0.35498 -1.17486 -0.51
H -2.15133 -2.15365 0.67464 -0.78
H -2.45184 -2.07625 -0.82994 -0.18
C -3.72138 -3.55025 6.21576 -0.80
O -3.38169 -2.57529 5.26492 -0.36
C -3.93590 -2.90223 3.97213 -0.75
C -3.58458 -1.82927 2.92777 1.75
C -4.05289 -0.47907 3.37862 -1.59
N -4.16081 -2.15124 1.64329 -0.10
H -3.36162 -3.26516 7.20440 0.29
H -3.26376 -4.49691 5.92850 0.30
H -4.77854 -3.80782 6.28029 0.33
H -3.55607 -3.88600 3.69641 -0.03
H -5.01524 -3.03201 4.05146 0.47
H -2.50181 -1.91636 2.83760 -0.41
H -5.13109 -0.51825 3.53366 0.45
H -3.69174 0.28920 2.69493 0.05
H -3.74731 -0.26496 4.40277 0.49
H -5.16422 -2.11660 1.75317 0.40
H -3.90951 -3.06529 1.29481 -0.25
C -1.56486 2.37729 3.03248 -0.36
O -2.24241 3.61112 3.27316 -0.49
C -3.68574 3.36438 3.35897 -0.34
C -4.52981 4.67493 3.67333 0.05
C -6.02691 4.38576 3.90855 -1.46
N -4.30051 5.71513 2.64013 -0.49
H -1.64463 2.18114 1.96324 -0.03
H -1.83517 1.50475 3.62722 0.25
H -0.51427 2.46849 3.30823 0.39
H -4.03420 2.82252 2.47973 0.07
H -3.81540 2.66868 4.18799 0.56
H -4.11670 5.12584 4.57563 0.38
H -6.48646 5.35425 4.10590 0.41
H -6.21723 3.71490 4.74631 0.40
H -6.55048 3.95797 3.05358 0.28
H -4.84377 6.55945 2.75006 0.23
H -3.31917 5.93400 2.54445 0.20
C -3.44752 -3.09525 -3.37124 -0.81
O -3.60888 -1.85553 -2.83399 0.22
C -4.53925 -1.03079 -3.58280 -1.18
C -4.72252 0.23582 -2.92543 1.45
C -5.16576 0.21256 -1.47111 -0.66
N -5.54259 1.15308 -3.68712 -0.69
H -3.11920 -2.98239 -4.40447 0.33
H -4.35540 -3.69144 -3.27944 0.26
H -2.69013 -3.67457 -2.84319 0.09
H -4.07849 -0.88084 -4.55917 0.27
H -5.54071 -1.46103 -3.59089 0.38
H -3.69908 0.60955 -2.89390 -0.42
H -5.19873 1.23611 -1.09779 -0.54
H -4.56995 -0.42168 -0.81473 -0.03
H -6.06369 -0.40117 -1.39923 0.60
H -5.58840 2.09745 -3.33191 0.36
H -6.50371 0.84270 -3.69074 0.34
C -1.24716 3.83222 -1.06890 -0.42
O -2.52994 4.38007 -1.37408 -0.58
C -3.59496 3.82497 -0.65098 0.51
C -4.97862 4.34895 -1.02344 0.23
C -6.09787 3.85134 -0.13220 -1.34
N -5.26773 3.97001 -2.40129 -0.60
H -1.19389 2.76656 -1.29170 0.08
H -0.97151 3.92525 -0.01844 0.10
H -0.47107 4.36878 -1.61469 0.38
H -3.54891 2.73723 -0.70377 -0.42
H -3.29948 4.03816 0.37632 0.35
H -4.91974 5.43635 -0.97662 0.49
H -6.17024 2.77967 0.05324 0.21
H -7.08731 4.15078 -0.47776 0.42
H -5.95431 4.33397 0.83452 0.15
H -4.35587 4.03567 -2.83060 0.26
H -5.77850 4.73384 -2.82054 0.23
C 5.56960 -2.72476 2.09854 -0.30
O 6.42429 -3.72795 2.47095 -0.29
C 7.82597 -3.40507 2.60712 -0.74
C 8.57809 -3.58355 1.28957 0.64
C 8.57885 -5.04217 0.91744 -1.37
N 9.94066 -3.10460 1.26727 -0.69
H 5.84488 -2.34012 1.11651 0.30
H 5.54990 -1.83330 2.72544 0.24
H 4.54042 -3.08374 2.10191 -0.14
H 7.95350 -2.38265 2.96278 0.35
H 8.32337 -4.00765 3.36710 0.37
H 7.96344 -3.15521 0.49784 0.11
H 9.26549 -5.22288 0.09040 0.38
H 7.57391 -5.38981 0.67797 0.29
H 8.90434 -5.67291 1.74468 0.31
H 10.08512 -2.34920 1.92194 0.22
H 10.11410 -2.80951 0.31703 0.28
C 1.88862 -4.67646 2.88080 -0.87
O 2.35427 -4.80768 1.52148 -0.29
C 1.16272 -5.04355 0.67710 0.10
C 1.45640 -4.92365 -0.82444 0.17
C 2.10896 -3.56634 -1.23286 -0.74
N 0.20518 -4.99924 -1.57032 -0.68
H 2.73159 -4.57522 3.56436 0.29
H 1.35479 -5.52384 3.31100 0.38
H 1.25088 -3.80476 3.02754 0.25
H 0.85824 -6.03248 1.01979 0.26
H 0.38670 -4.29209 0.82261 0.01
H 2.20750 -5.63962 -1.15812 0.40
H 1.37836 -2.75745 -1.22849 -0.44
H 2.59179 -3.60707 -2.20924 0.57
H 2.94970 -3.41551 -0.55573 0.32
H -0.31342 -5.73997 -1.12035 0.46
H -0.36535 -4.17557 -1.44324 0.09
```